Entry 1:
The following is a DFT calculation (ωB97M-V/def2-TZVPD) of a molecular structure, C32H65AlI2NO21.

Computed properties:
Gap between HOMO and LUMO (eV): 6.77
Multiplicity: 1
Net charge: -1
Energy (Ha): -3731.03310
HOMO energy (eV): -5.0
LUMO level (eV): 1.799

Geometry (Å):
C  3.0078  0.1411  0.6912
C  1.7606  0.0454  1.5570
I  0.6397  1.8665  1.4796
C  1.4225  -1.0507  2.2261
I  -0.3052  -1.1068  3.4175
Al  2.5155  -2.7834  2.0012
C  1.5505  -4.4332  2.5997
N  1.7195  -4.7864  4.0473
H  3.0297  1.0621  0.1042
H  3.0598  -0.7261  0.0199
H  3.9082  0.1189  1.3193
H  3.9282  -2.5744  2.7737
H  2.7533  -2.9192  0.3891
H  0.4698  -4.4061  2.3958
H  1.9394  -5.2360  1.9429
H  2.5995  -5.2775  4.1651
H  1.0094  -5.4636  4.3163
C  -2.8851  -1.6989  -4.7397
C  -3.5714  -2.3649  -3.5678
O  -2.6215  -2.7712  -2.5678
C  -2.1211  -1.7787  -1.8210
O  -2.4240  -0.6166  -1.9157
O  -1.2427  -2.2947  -0.9825
C  -0.5776  -1.3740  -0.0948
H  -2.1039  -2.3448  -5.1421
H  -3.5999  -1.4826  -5.5344
H  -2.4390  -0.7617  -4.4159
H  -4.0654  -3.2914  -3.8548
H  -4.3078  -1.6996  -3.1164
H  -1.2967  -0.7650  0.4478
H  0.1044  -0.7330  -0.6497
H  -0.0169  -2.0084  0.5821
C  -2.9946  -4.4075  1.3776
C  -1.5832  -4.7994  1.0055
O  -0.9714  -5.6241  2.0161
C  -1.3175  -6.8975  2.0510
O  -2.0923  -7.4663  1.3251
O  -0.6687  -7.4582  3.0760
C  -0.9968  -8.8150  3.3526
H  -3.0080  -3.9342  2.3602
H  -3.3738  -3.6960  0.6432
H  -3.6509  -5.2773  1.3930
H  -0.9362  -3.9293  0.9608
H  -1.5452  -5.3101  0.0441
H  -0.9036  -9.4535  2.4761
H  -2.0132  -8.8904  3.7391
H  -0.2901  -9.1232  4.1182
C  1.1132  2.9646  -8.8560
C  -0.3130  3.0221  -8.3513
O  -0.6278  1.9080  -7.5031
C  -0.1582  1.9961  -6.2558
O  0.4641  2.9228  -5.8023
O  -0.5005  0.8939  -5.6050
C  -0.0571  0.8272  -4.2427
H  1.2986  2.0141  -9.3573
H  1.2848  3.7724  -9.5685
H  1.8189  3.0708  -8.0337
H  -1.0182  2.9470  -9.1767
H  -0.5075  3.9521  -7.8183
H  -0.3717  1.7052  -3.6837
H  1.0266  0.7343  -4.1941
H  -0.5248  -0.0583  -3.8249
C  -4.6460  8.7108  -6.7744
C  -3.4489  9.5617  -7.1328
O  -2.2774  9.1755  -6.3905
C  -1.6445  8.0955  -6.8489
O  -1.9443  7.4563  -7.8214
O  -0.6159  7.8507  -6.0423
C  0.1540  6.6904  -6.3858
H  -4.8236  8.7386  -5.6991
H  -5.5323  9.0930  -7.2819
H  -4.4912  7.6774  -7.0801
H  -3.6032  10.6027  -6.8550
H  -3.2250  9.5102  -8.1979
H  0.4655  6.7317  -7.4274
H  -0.4219  5.7853  -6.2030
H  1.0209  6.7064  -5.7328
C  0.7867  -4.9815  11.2609
C  0.3427  -3.5372  11.1740
O  1.0468  -2.8193  10.1523
C  0.6032  -3.0296  8.9019
O  -0.3312  -3.7348  8.6165
O  1.3715  -2.3579  8.0698
C  1.0441  -2.5164  6.6696
H  1.8669  -5.0378  11.3999
H  0.3017  -5.4680  12.1084
H  0.5200  -5.5196  10.3528
H  0.5799  -2.9970  12.0897
H  -0.7289  -3.4648  10.9900
H  -0.0011  -2.2718  6.5041
H  1.2628  -3.5299  6.3405
H  1.6852  -1.8213  6.1390
C  0.2752  11.7296  -4.7917
C  1.1861  10.5886  -5.1834
O  1.8405  10.8378  -6.4474
C  2.8821  11.6561  -6.4010
O  3.3366  12.1880  -5.4225
O  3.3484  11.8111  -7.6435
C  4.4659  12.6967  -7.7480
H  -0.4467  11.9242  -5.5857
H  -0.2736  11.4591  -3.8892
H  0.8436  12.6375  -4.5945
H  0.6181  9.6801  -5.3586
H  1.9450  10.4067  -4.4234
H  5.2581  12.3982  -7.0648
H  4.1652  13.7188  -7.5224
H  4.7979  12.6183  -8.7787
C  -0.6107  -6.1827  7.7713
C  0.8098  -6.5058  7.3700
O  1.5234  -7.1945  8.4201
C  1.2685  -8.4889  8.5261
O  0.5366  -9.1417  7.8281
O  1.9595  -8.9689  9.5655
C  1.7571  -10.3605  9.8155
H  -0.6212  -5.6092  8.6985
H  -1.0784  -5.5841  6.9898
H  -1.1929  -7.0934  7.9093
H  1.3834  -5.5963  7.2059
H  0.8445  -7.1083  6.4632
H  1.9435  -10.9444  8.9165
H  0.7387  -10.5437  10.1557
H  2.4683  -10.6180  10.5946

Results of the Mulliken charge analysis, in e, for atoms 1 through 99: atom 1 (C): -1.149, atom 2 (C): -0.206, atom 3 (I): -0.029, atom 4 (C): 0.051, atom 5 (I): 0.002, atom 6 (Al): 0.715, atom 7 (C): 0.415, atom 8 (N): -0.401, atom 9 (H): 0.431, atom 10 (H): 0.206, atom 11 (H): 0.259, atom 12 (H): -0.481, atom 13 (H): -0.505, atom 14 (H): -0.604, atom 15 (H): 0.186, atom 16 (H): 0.213, atom 17 (H): 0.159, atom 18 (C): -0.861, atom 19 (C): -0.248, atom 20 (O): -0.383, atom 21 (C): 0.772, atom 22 (O): -0.597, atom 23 (O): -0.278, atom 24 (C): -0.134, atom 25 (H): 0.288, atom 26 (H): 0.415, atom 27 (H): 0.075, atom 28 (H): 0.306, atom 29 (H): 0.313, atom 30 (H): 0.394, atom 31 (H): 0.327, atom 32 (H): -0.496, atom 33 (C): -1.273, atom 34 (C): 0.578, atom 35 (O): -0.104, atom 36 (C): 0.551, atom 37 (O): -0.613, atom 38 (O): -0.229, atom 39 (C): -0.782, atom 40 (H): 0.303, atom 41 (H): 0.306, atom 42 (H): 0.395, atom 43 (H): -0.470, atom 44 (H): 0.393, atom 45 (H): 0.318, atom 46 (H): 0.337, atom 47 (H): 0.210, atom 48 (C): -1.179, atom 49 (C): 0.176, atom 50 (O): -0.377, atom 51 (C): 0.727, atom 52 (O): -0.568, atom 53 (O): -0.296, atom 54 (C): -0.571, atom 55 (H): 0.332, atom 56 (H): 0.379, atom 57 (H): 0.305, atom 58 (H): 0.297, atom 59 (H): 0.008, atom 60 (H): 0.354, atom 61 (H): 0.394, atom 62 (H): -0.007, atom 63 (C): -1.098, atom 64 (C): -0.245, atom 65 (O): -0.305, atom 66 (C): 0.719, atom 67 (O): -0.575, atom 68 (O): -0.303, atom 69 (C): -0.778, atom 70 (H): 0.295, atom 71 (H): 0.367, atom 72 (H): 0.297, atom 73 (H): 0.308, atom 74 (H): 0.334, atom 75 (H): 0.366, atom 76 (H): 0.282, atom 77 (H): 0.300, atom 78 (C): -0.779, atom 79 (C): -0.261, atom 80 (O): -0.404, atom 81 (C): 0.868, atom 82 (O): -0.609, atom 83 (O): -0.356, atom 84 (C): -0.335, atom 85 (H): 0.290, atom 86 (H): 0.370, atom 87 (H): 0.021, atom 88 (H): 0.316, atom 89 (H): 0.295, atom 90 (H): 0.185, atom 91 (H): 0.127, atom 92 (H): 0.256, atom 93 (C): -1.219, atom 94 (C): 0.222, atom 95 (O): -0.283, atom 96 (C): 0.754, atom 97 (O): -0.557, atom 98 (O): -0.354, atom 99 (C): -0.651


Entry 2:
The following is a DFT calculation (ωB97M-V/def2-TZVPD) of 2 unconnected molecules or ions with the total composition C3H5ClS.

Computed properties:
Gap between HOMO and LUMO (eV): 7.08
ΔE to the lowest compared entry with this formula, charge and spin (kcal/mol): 49.7
Multiplicity: 1
Energy (Ha): -975.57758
HOMO energy (eV): -8.8
LUMO level (eV): -1.703

Geometry (Å):
C  -1.5557  0.3783  0.6052
C  -0.6101  -0.3012  -0.3099
C  0.8417  -0.1175  -0.5658
S  -1.9241  -1.3193  -0.0045
Cl  -1.1990  1.1316  -2.6422
H  -1.2686  0.5296  1.7242
H  -2.2381  1.1424  0.0807
H  1.4424  -1.0364  -0.2533
H  1.1103  0.7154  0.0117
H  0.9490  0.0486  -1.6647

natural (NBO) analysis output, partial charges in e: atom 1 (C): -0.544, atom 2 (C): 0.153, atom 3 (C): -0.711, atom 4 (S): 0.433, atom 5 (Cl): -0.684, atom 6 (H): 0.244, atom 7 (H): 0.295, atom 8 (H): 0.247, atom 9 (H): 0.239, atom 10 (H): 0.327


Entry 3:
The following is a DFT calculation (ωB97M-V/def2-TZVPD) of a molecular structure, C30H57AlBO2P2.

Computed properties:
Gap between HOMO and LUMO (eV): 7.21
ΔE to the lowest compared entry with this formula, charge and spin (kcal/mol): 0.0
Multiplicity: 1
Net charge: +1
Energy (Ha): -2277.57063
HOMO energy (eV): -9.7
LUMO level (eV): -2.521

Geometry (Å):
Al  -0.1512  -0.0213  -0.2987
C  -2.4280  1.8672  -0.4944
C  -3.1418  1.0998  -1.4248
C  -2.2934  -0.3867  0.1390
C  -1.8632  0.9841  0.5185
C  -3.1065  -0.2539  -1.0358
C  -2.4088  3.3436  -0.4460
H  -2.2258  3.7879  -1.4357
H  -1.6303  3.7100  0.2389
H  -3.3772  3.7373  -0.0932
C  -1.7965  1.4017  1.9549
H  -1.1720  2.2963  2.0779
H  -1.3956  0.5878  2.5721
H  -2.8107  1.6414  2.3295
C  -2.5767  -1.4596  1.1362
H  -3.5321  -1.2457  1.6481
H  -1.7989  -1.5260  1.8999
H  -2.6710  -2.4381  0.6498
C  -3.9410  -1.3198  -1.6249
H  -4.9561  -0.9524  -1.8145
H  -4.0105  -2.1928  -0.9720
H  -3.5213  -1.6452  -2.5810
C  -4.0136  1.6487  -2.5051
H  -4.9648  2.0407  -2.0988
H  -4.2753  0.8749  -3.2397
H  -3.5225  2.4773  -3.0358
C  1.2699  0.5200  -2.4582
C  0.0682  1.1657  -2.5569
C  -0.5364  1.4537  -3.8967
C  -1.4183  0.3335  -4.4955
C  -1.2257  -1.0415  -3.9457
C  -0.0362  -1.6592  -3.8885
C  1.2383  -1.1236  -4.4736
C  1.9670  -0.0041  -3.6760
H  0.2480  1.6977  -4.6375
H  -1.2085  0.3277  -5.5787
H  -1.1633  2.3620  -3.8060
H  2.1496  0.8244  -4.3824
H  1.9576  0.6778  -1.6220
H  -0.3681  1.7846  -1.7476
H  2.9610  -0.3817  -3.3828
H  1.9412  -1.9654  -4.5620
H  -0.0114  -2.7118  -3.5854
H  1.0783  -0.7429  -5.4971
H  -2.4709  0.6099  -4.3576
H  -2.1353  -1.6379  -3.8565
P  1.5501  2.3625  0.1070
C  1.3779  3.1646  1.7189
H  2.2305  3.8404  1.8631
H  1.3803  2.4033  2.5063
H  0.4473  3.7461  1.7578
C  3.3004  1.8201  0.1578
H  3.9208  2.7077  0.3151
H  3.5955  1.3484  -0.7870
H  3.4377  1.1009  0.9735
C  1.6239  3.7878  -1.0211
H  1.7370  3.4539  -2.0587
H  2.4770  4.4155  -0.7528
H  0.6990  4.3686  -0.9385
P  0.8581  -2.3739  -0.3084
C  -0.5325  -3.2905  -1.0787
H  -0.1281  -4.0609  -1.7465
H  -1.1432  -2.5967  -1.6745
H  -1.1781  -3.7562  -0.3260
C  2.2126  -2.5275  -1.5183
H  1.8488  -2.2556  -2.5080
H  2.5836  -3.5569  -1.5384
H  3.0302  -1.8530  -1.2501
C  1.4460  -3.5722  0.9231
H  1.4815  -4.5745  0.4807
H  0.7726  -3.5846  1.7834
H  2.4593  -3.2997  1.2432
C  1.0728  1.1119  4.4803
C  1.7244  -0.0804  3.8062
C  3.1080  -0.2158  4.4075
O  1.8565  0.1216  2.3860
B  0.7725  -0.4592  1.6925
O  0.1309  -1.3363  2.6254
C  0.8048  -1.3395  3.8849
C  1.6190  -2.6160  4.0426
C  -0.2644  -1.3889  4.9595
H  0.9053  0.8850  5.5417
H  0.1080  1.3695  4.0289
H  1.7347  1.9854  4.4442
H  3.6724  0.7151  4.2804
H  3.0158  -0.4023  5.4851
H  3.6905  -1.0231  3.9570
H  2.0724  -2.6488  5.0451
H  0.9645  -3.4942  3.9449
H  2.4247  -2.6825  3.3013
H  -0.9555  -0.5393  4.9053
H  -0.8560  -2.3124  4.8410
H  0.1905  -1.4135  5.9594

Mulliken analysis output, partial charges in e: atom 1 (Al): -1.913, atom 2 (C): -0.221, atom 3 (C): 1.869, atom 4 (C): 1.633, atom 5 (C): 2.149, atom 6 (C): 0.455, atom 7 (C): -1.925, atom 8 (H): 0.298, atom 9 (H): 0.163, atom 10 (H): 0.450, atom 11 (C): -0.489, atom 12 (H): 0.251, atom 13 (H): -0.155, atom 14 (H): 0.251, atom 15 (C): -1.088, atom 16 (H): 0.430, atom 17 (H): -0.397, atom 18 (H): 0.463, atom 19 (C): -2.033, atom 20 (H): 0.523, atom 21 (H): 0.360, atom 22 (H): 0.134, atom 23 (C): -2.033, atom 24 (H): 0.356, atom 25 (H): 0.562, atom 26 (H): 0.397, atom 27 (C): 1.494, atom 28 (C): 0.615, atom 29 (C): -1.736, atom 30 (C): -1.480, atom 31 (C): -0.319, atom 32 (C): -0.365, atom 33 (C): -1.704, atom 34 (C): -1.365, atom 35 (H): 0.476, atom 36 (H): 0.647, atom 37 (H): 0.474, atom 38 (H): 0.574, atom 39 (H): -1.413, atom 40 (H): 0.132, atom 41 (H): 0.477, atom 42 (H): 0.312, atom 43 (H): 0.925, atom 44 (H): 0.426, atom 45 (H): 0.229, atom 46 (H): 0.983, atom 47 (P): 1.828, atom 48 (C): -1.038, atom 49 (H): 0.564, atom 50 (H): -0.115, atom 51 (H): 0.331, atom 52 (C): -1.230, atom 53 (H): 0.590, atom 54 (H): 0.318, atom 55 (H): -0.002, atom 56 (C): -1.488, atom 57 (H): 0.374, atom 58 (H): 0.506, atom 59 (H): 0.303, atom 60 (P): 1.879, atom 61 (C): -1.437, atom 62 (H): 0.613, atom 63 (H): -0.038, atom 64 (H): 0.446, atom 65 (C): -0.912, atom 66 (H): -0.271, atom 67 (H): 0.601, atom 68 (H): 0.261, atom 69 (C): -1.422, atom 70 (H): 0.634, atom 71 (H): 0.221, atom 72 (H): 0.355, atom 73 (C): -2.242, atom 74 (C): 2.064, atom 75 (C): -2.059, atom 76 (O): -0.307, atom 77 (B): -0.720, atom 78 (O): 0.407, atom 79 (C): 1.470, atom 80 (C): -2.107, atom 81 (C): -2.011, atom 82 (H): 0.484, atom 83 (H): 0.280, atom 84 (H): 0.501, atom 85 (H): 0.478, atom 86 (H): 0.377, atom 87 (H): 0.354, atom 88 (H): 0.406, atom 89 (H): 0.470, atom 90 (H): 0.234, atom 91 (H): 0.319, atom 92 (H): 0.449, atom 93 (H): 0.410


Entry 4:
The following is a DFT calculation (ωB97M-V/def2-TZVPD) of 2 unconnected molecules or ions with the total composition C7H14N2O3.

Computed properties:
Gap between HOMO and LUMO (eV): 9.35
ΔE to the lowest compared entry with this formula, charge and spin (kcal/mol): 71.4
Multiplicity: 1
Energy (Ha): -610.29173
HOMO energy (eV): -8.9
LUMO level (eV): 0.496

Geometry (Å):
C  -1.8599  -1.4618  1.1454
O  -2.8946  -0.5857  0.8153
C  -3.2646  -0.7104  -0.5265
C  -4.0127  0.5130  -0.9892
C  -4.9083  1.2146  -0.0974
O  -3.6498  1.7967  -0.4591
H  -2.1403  -2.5272  1.0021
H  -0.9516  -1.2472  0.5641
H  -1.6282  -1.3005  2.2169
H  -3.8947  -1.6020  -0.6975
H  -2.3761  -0.8394  -1.1503
H  -4.0895  0.5012  -2.0781
H  -4.9869  0.8530  0.9405
H  -5.8260  1.6764  -0.5137
C  5.4544  2.0445  0.4430
C  4.9888  0.8798  0.0095
N  3.6523  0.4753  0.0482
C  3.2701  -0.7332  -0.4742
N  1.9215  -1.0390  -0.3780
O  4.0654  -1.4771  -1.0107
H  4.7765  2.8160  0.8095
H  6.5081  2.2792  0.3867
H  5.6199  0.0947  -0.4229
H  2.9749  1.0952  0.4672
H  1.7777  -2.0300  -0.5111
H  1.4736  -0.6861  0.4601

natural (NBO) analysis output, partial charges in e: atom 1 (C): -0.244, atom 2 (O): -0.530, atom 3 (C): -0.084, atom 4 (C): 0.028, atom 5 (C): -0.115, atom 6 (O): -0.482, atom 7 (H): 0.167, atom 8 (H): 0.156, atom 9 (H): 0.195, atom 10 (H): 0.173, atom 11 (H): 0.170, atom 12 (H): 0.187, atom 13 (H): 0.196, atom 14 (H): 0.183, atom 15 (C): -0.484, atom 16 (C): 0.004, atom 17 (N): -0.637, atom 18 (C): 0.781, atom 19 (N): -0.837, atom 20 (O): -0.639, atom 21 (H): 0.190, atom 22 (H): 0.216, atom 23 (H): 0.235, atom 24 (H): 0.396, atom 25 (H): 0.400, atom 26 (H): 0.375